(1)
# C25H29NOS6Sn

C25H29NOS6Sn as an isolated structure (wB97M-V/def2-TZVPD, the OMol25 dataset).

Last column: Löwdin charge in e.
Element x y z (Å)
Sn 0.77868 0.24143 0.26658  0.8959
C 1.90392 -2.85891 2.57231  -0.4698
C 1.26628 -1.99087 3.64437  -0.4863
S -0.08948 -0.95655 3.07277  0.8586
C -1.36593 -2.18065 2.73813  -0.4774
C -2.44116 -1.51035 1.89737  -0.4727
S -1.90076 -0.96611 0.25867  0.8985
C -1.85280 -2.56608 -0.57778  -0.4680
C -1.03837 -2.46055 -1.85586  -0.4755
S 0.66544 -1.95654 -1.59045  0.9295
C 1.31448 -3.39592 -0.71206  -0.4530
C 2.66474 -3.05812 -0.10357  -0.4626
S 2.60384 -1.85086 1.24056  0.8972
H 1.20219 -3.57568 2.14906  0.0715
H 2.73175 -3.41104 3.01637  0.1018
H 1.99022 -1.28926 4.06272  0.0935
H 0.90513 -2.61217 4.46261  0.1016
H -1.79421 -2.50708 3.68615  0.1045
H -0.93815 -3.04847 2.23332  0.0712
H -2.82001 -0.61175 2.38663  0.0791
H -3.28425 -2.18388 1.74387  0.1040
H -2.87902 -2.82653 -0.83294  0.1063
H -1.46407 -3.32487 0.10066  0.0739
H -1.44708 -1.70000 -2.52657  0.0929
H -1.03970 -3.40868 -2.39149  0.1042
H 1.43602 -4.19325 -1.44510  0.1075
H 0.59827 -3.72186 0.04191  0.0683
H 3.33826 -2.63252 -0.84850  0.0815
H 3.13356 -3.95940 0.28939  0.1054
C 4.59589 0.10028 -1.97400  -0.0359
C 4.16977 0.53089 -3.22125  -0.0301
C 2.86768 0.97678 -3.40026  0.0022
C 1.97012 0.98650 -2.33356  -0.2286
C 2.39283 0.49974 -1.10136  -0.3384
C 3.69629 0.06582 -0.90943  -0.1465
C 0.61410 1.57454 -2.45738  -0.2028
C 0.22594 2.25922 -3.62404  0.0267
C -0.98819 2.86487 -3.67879  0.0472
C -1.82209 2.88896 -2.54216  -0.1360
C -3.04312 3.60345 -2.52519  -0.0003
C -3.76882 3.70273 -1.37645  -0.0374
C -3.28000 3.10866 -0.19424  -0.0295
C -2.11590 2.39183 -0.19481  -0.0497
C -1.37534 2.22699 -1.37850  -0.1882
N -0.18890 1.50598 -1.39677  0.0299
H 5.62388 -0.20926 -1.82290  0.1236
H 4.85554 0.53276 -4.05925  0.1233
H 2.56625 1.32217 -4.38168  0.1143
H 4.03887 -0.27482 0.05918  0.0598
H 0.89849 2.31758 -4.46593  0.1159
H -1.29906 3.38594 -4.57882  0.1405
H -3.37161 4.09467 -3.43536  0.1307
H -4.69610 4.26208 -1.35929  0.1224
H -3.83358 3.23686 0.72943  0.1192
H -1.73046 1.99449 0.72441  0.0561
C -2.19384 2.42885 3.92346  -0.0526
O -1.20308 1.93546 2.98103  -0.2857
C -0.06872 2.61337 2.92222  -1.3182
S 0.36288 3.91344 3.78465  0.7963
S 1.22517 2.06747 1.87909  0.6127
H -3.04545 1.76251 3.82356  0.0932
H -2.46541 3.45110 3.67292  0.0910
H -1.79183 2.39459 4.93233  0.0933

Properties
- gap between HOMO and LUMO (eV) = 6.027
- max |F| (eV/A) = 0.80
- total charge = +2
- LUMO (Eh) = -0.2726
- HOMO (Ha) = -0.494
- E_tot (Eh) = -3702.953196

(2)
# C25H30As3F6N2PdS

C25H30As3F6N2PdS as an isolated structure (wB97M-V/def2-TZVPD, the OMol25 dataset).

Last column: Löwdin charge in e.
Element x y z (Å)
Pd 0.23124 -0.47924 1.51146  0.2526
F 2.52692 0.02541 -0.78635  -0.3512
As 4.13736 -0.54943 -1.40467  0.8890
F 4.75776 1.04437 -0.97529  -0.2779
F 3.59113 0.03055 -3.01973  -0.2841
F 3.28724 -2.16398 -1.68901  -0.3084
F 5.68652 -1.04089 -2.05394  -0.2500
F 4.51389 -1.11439 0.21722  -0.2739
C -5.61828 -2.21082 0.81148  -0.0874
C -4.39373 -2.66975 1.29304  -0.0815
C -3.29286 -1.80339 1.25742  -0.1251
C -3.30268 -0.74965 0.34915  -0.3616
C -4.52358 -0.37108 -0.29012  -0.1057
C -5.69771 -1.03385 0.02515  -0.0888
As -1.55901 -0.04414 -0.12927  1.2735
C -1.13233 -0.64053 -1.95023  -0.3747
C 0.15015 -1.01997 -2.35007  -0.1127
C 0.38055 -1.62799 -3.59603  -0.0686
C -0.65187 -1.74165 -4.51566  -0.0886
C -1.89311 -1.18939 -4.19872  -0.1009
C -2.16066 -0.68623 -2.92216  -0.1213
C -1.86926 1.85498 -0.48872  -0.3856
C -1.68805 2.49874 -1.73321  -0.0873
C -1.71352 3.89045 -1.82017  -0.0876
C -2.06792 4.62675 -0.66767  -0.0880
C -2.17440 3.98528 0.56910  -0.1004
C -2.09179 2.61441 0.61832  -0.2367
H -6.48821 -2.91888 0.67914  0.1191
H -4.28484 -3.66688 1.71132  0.1050
H -2.39494 -2.15380 1.67567  0.0586
H -4.47677 0.51113 -0.97012  0.1091
H -6.63388 -0.68545 -0.40526  0.1025
H 1.06371 -0.75759 -1.74531  0.0786
H 1.28765 -2.18272 -3.76055  0.1018
H -0.52761 -2.22515 -5.51196  0.1152
H -2.65364 -1.06728 -4.97315  0.1012
H -3.17689 -0.32174 -2.72494  0.0921
H -1.66751 1.90432 -2.65185  0.0966
H -1.64109 4.29638 -2.82354  0.0998
H -2.19007 5.74688 -0.78521  0.1181
H -2.28124 4.56858 1.47869  0.1053
H -2.37972 2.03687 1.51761  0.0788
C 2.31223 4.03656 3.38520  -0.2586
As 2.13931 2.56298 2.07025  0.8851
C 1.96399 3.03221 0.19344  -0.2303
C 3.50896 1.17871 2.57730  -0.2466
S 0.17599 1.56202 2.59542  0.0891
H 2.37762 4.93116 2.79351  0.0052
H 3.37603 3.81633 3.88017  0.0798
H 1.45385 4.04483 4.07930  0.0280
H 0.96667 3.52952 0.11591  0.0400
H 1.96180 2.02769 -0.24178  0.0039
H 2.78131 3.62789 -0.19181  0.0379
H 4.52295 1.58147 2.53601  0.0320
H 3.39671 0.30576 1.91772  -0.0123
H 3.29823 0.92424 3.65443  0.0513
C 2.71010 -2.38491 2.86481  0.0123
C 1.79683 -2.97581 1.80228  -0.3464
N 0.81480 -2.35739 1.08612  -0.0787
C 0.36457 -3.30349 0.19468  -0.1548
C 1.10145 -4.43930 0.26356  -0.0474
N 1.98828 -4.21506 1.35914  0.1000
H 2.08633 -1.72632 3.45323  0.0660
H 3.43995 -1.80242 2.41556  0.0308
H 3.04099 -3.16422 3.48404  0.0664
H -0.43674 -3.06454 -0.55002  0.1151
H 1.20361 -5.35639 -0.27001  0.1027
H 2.66725 -4.89072 1.75967  0.1806

Properties
- gap between HOMO and LUMO (spin up / spin down) (eV) = 7.515 / 7.947
- max |F| (eV/A) = 3.48
- LUMO (spin up / spin down) (Eh) = 0.0131 / -0.0090
- multiplicity = 2
- HOMO (spin up / spin down) (Ha) = -0.263 / -0.301
- expectation value of S² = 0.754
- E_tot (Eh) = -8912.820080

(3)
# C25H30AsBrN3O4PReS4

C25H30AsBrN3O4PReS4 as an isolated structure (wB97M-V/def2-TZVPD, the OMol25 dataset).

Last column: Löwdin charge in e.
Element x y z (Å)
Re -0.37502 0.28868 -0.01686  1.1693
S -4.69210 2.80790 0.09642  0.2794
As -3.21558 1.44335 0.77464  -0.1143
S -1.19996 1.93250 1.41574  0.2769
S -2.58788 -0.32844 -0.33118  0.2829
S -5.00361 1.60321 1.91169  0.2857
C 0.49608 -3.52632 -2.00633  0.0240
C -0.18321 -2.45971 -1.42589  -0.0917
N 0.45129 -1.46292 -0.80738  -0.0705
C 1.81668 -1.49133 -0.75588  -0.1566
C 2.57197 -2.52058 -1.31714  -0.1043
C 1.87060 -3.56097 -1.95136  0.0811
C 4.00624 -2.45609 -1.24875  0.0402
C 4.62766 -1.40448 -0.67263  0.0374
C 3.86831 -0.32177 -0.11064  -0.0984
C 4.44700 0.82436 0.46441  0.0755
C 3.64248 1.83427 0.93979  0.0166
C 2.25844 1.70074 0.86022  -0.0941
N 1.68221 0.61565 0.34682  -0.0839
C 2.47346 -0.37939 -0.14537  -0.1484
H -0.06743 -4.30686 -2.49693  0.1369
H -1.26319 -2.40507 -1.46526  0.0927
H 2.41615 -4.38021 -2.40267  0.1488
H 4.58026 -3.26457 -1.68012  0.1407
H 5.70724 -1.35575 -0.63253  0.1401
H 5.52499 0.91143 0.52017  0.1477
H 4.06277 2.73127 1.37150  0.1363
H 1.59797 2.48161 1.21487  0.1083
Br -2.01000 -4.35159 3.19252  0.8954
C -0.89646 -2.85835 3.09279  -0.6553
C -0.03055 -2.52324 4.12665  -0.0320
C 0.77232 -1.40693 3.96797  0.0073
C 0.69004 -0.66296 2.80859  -0.1127
N -0.15280 -0.97394 1.80304  -0.1398
C -0.92908 -2.06678 1.95761  -0.1924
H 0.01225 -3.12129 5.02677  0.1348
H 1.46216 -1.10375 4.74280  0.1361
H 1.30072 0.21855 2.69025  0.1017
H -1.58762 -2.32930 1.14470  0.0557
C 0.95014 4.82626 -3.33749  -0.0063
C 2.14767 3.94155 -3.08365  -0.5359
C 3.10946 4.53241 -2.08025  -0.0157
C 2.83714 3.47502 -4.34641  -0.0076
O 1.63187 2.68026 -2.35539  -0.1505
P 0.92803 1.44012 -2.90639  0.4192
O 1.64678 0.17474 -3.00057  -0.1722
O -0.12835 1.20190 -1.47982  -0.4250
O -0.09821 1.84592 -3.96466  -0.1405
C -0.84165 0.96888 -4.98071  -0.5392
C 0.16916 0.58641 -6.03704  -0.0060
C -1.91926 1.89367 -5.49899  -0.0051
C -1.41277 -0.22417 -4.24317  -0.0258
H 1.29946 5.75186 -3.79657  0.1144
H 0.44667 5.08497 -2.40648  0.0989
H 0.23987 4.36257 -4.01749  0.0814
H 3.53055 5.44958 -2.49146  0.1120
H 3.93054 3.84667 -1.87511  0.0906
H 2.59755 4.78541 -1.15177  0.0925
H 3.29822 4.33528 -4.83211  0.1153
H 2.13134 3.04091 -5.05518  0.0830
H 3.62286 2.75286 -4.12618  0.1034
H 0.55329 1.46849 -6.54697  0.0995
H -0.32121 -0.04242 -6.78062  0.1121
H 0.99957 0.02380 -5.61232  0.0883
H -1.48468 2.77010 -5.97558  0.1010
H -2.58369 2.21599 -4.69819  0.0954
H -2.51107 1.36135 -6.24317  0.1114
H -0.62322 -0.87286 -3.86446  0.0702
H -2.01941 -0.80214 -4.94086  0.1139
H -2.06334 0.09768 -3.42805  0.0703

Properties
- gap between HOMO and LUMO (eV) = 6.365
- max |F| (eV/A) = 0.96
- total charge = +3
- LUMO (Eh) = -0.3991
- HOMO (Ha) = -0.633
- E_tot (Eh) = -8257.357880

(4)
# C25H30AsClN3O4Pt

C25H30AsClN3O4Pt as an isolated structure (wB97M-V/def2-TZVPD, the OMol25 dataset).

Last column: Löwdin charge in e.
Element x y z (Å)
Pt 2.34925 0.78920 -0.31530  1.4579
O 0.22750 -1.49059 2.17919  0.1257
C 1.02588 -0.84733 1.56110  -0.5368
O 0.74200 -0.14698 0.46186  -0.2178
C 2.48086 -0.77326 2.00526  -0.1500
C 3.09043 -1.43926 3.04745  0.0566
C 4.46282 -1.25534 3.22928  0.0156
C 5.20257 -0.44104 2.37571  0.0574
C 4.53139 0.19807 1.35053  -0.1360
N 3.22200 0.01783 1.24197  -0.0458
C 5.10704 1.07937 0.24571  -0.5291
O 6.26959 1.36711 0.23154  0.1485
O 4.21931 1.45970 -0.67231  -0.1817
H 2.50322 -2.08633 3.68400  0.1376
H 4.96409 -1.76747 4.03939  0.1269
H 6.26991 -0.30804 2.48111  0.1390
Cl -0.50266 3.83864 -0.83483  0.7671
C -0.48572 3.06885 0.71948  -0.5758
C -1.68987 2.92517 1.39112  -0.0863
C -1.70787 2.34120 2.64586  -0.0474
C -0.52388 1.92530 3.24969  -0.0394
C 0.66643 2.07848 2.57508  -0.0410
C 0.71417 2.63085 1.28741  -0.3090
C 1.98698 2.68637 0.57981  -0.0608
H -2.60162 3.27509 0.92802  0.1165
H -2.65098 2.22137 3.16195  0.1178
H -0.54034 1.48447 4.23662  0.1210
H 1.59545 1.75770 3.03528  0.1235
H 2.86806 2.79030 1.20651  0.0952
H 2.01568 3.33412 -0.28807  0.0579
N -0.00837 2.38627 -5.76870  0.1630
C 0.48632 2.07963 -4.55743  -0.2904
C -0.23869 1.29591 -3.64404  0.0073
C 0.30008 1.00683 -2.42119  -0.1356
N 1.52359 1.43771 -2.05582  -0.1523
C 2.24220 2.17800 -2.92621  -0.1087
C 1.76304 2.52335 -4.15705  0.0159
H -0.92439 2.08274 -6.04602  0.1189
H 0.50802 2.95979 -6.41094  0.1186
H -1.21899 0.91154 -3.89129  0.1245
H -0.22734 0.38528 -1.70606  0.0651
H 3.22673 2.48457 -2.59532  0.1165
H 2.37664 3.12045 -4.81739  0.1245
C -3.51261 -3.28121 -2.66189  -0.1897
C -3.65726 -2.23284 -1.56583  -0.4752
As -1.96088 -1.88652 -0.62419  1.2005
C -1.76180 -3.63689 0.26013  -0.4455
C -2.87250 -4.19750 1.13921  -0.1603
C -2.64633 -0.56595 0.68532  -0.4441
C -3.20773 -1.02566 2.02288  -0.1630
H -4.42518 -3.36833 -3.25337  0.0681
H -3.30424 -4.26801 -2.24511  0.0580
H -2.69618 -3.03400 -3.34358  0.0574
H -4.42656 -2.52638 -0.84863  0.0577
H -3.96870 -1.27261 -1.98369  0.0525
H -0.80958 -3.61190 0.79158  0.0407
H -1.61185 -4.29386 -0.60184  0.0460
H -2.93888 -3.68017 2.09244  0.0472
H -2.68685 -5.25206 1.35151  0.0715
H -3.84776 -4.13448 0.65333  0.0606
H -3.41032 -0.02095 0.12176  0.0572
H -1.81893 0.12743 0.85196  0.0084
H -4.06426 -1.68852 1.89879  0.0640
H -3.54287 -0.16653 2.61059  0.0570
H -2.44931 -1.54868 2.60571  0.0562

Properties
- gap between HOMO and LUMO (eV) = 5.509
- max |F| (eV/A) = 0.53
- total charge = +1
- LUMO (Eh) = -0.1712
- HOMO (Ha) = -0.374
- E_tot (Eh) = -4250.976785